{"formula": "C49H50N9O3PRbS4", "method": "ωB97M-V/def2-TZVPD", "symbols": ["Rb", "N", "C", "C", "C", "C", "C", "C", "N", "C", "C", "C", "S", "C", "N", "H", "H", "H", "H", "H", "H", "H", "O", "C", "C", "C", "C", "C", "C", "C", "O", "N", "N", "C", "S", "C", "C", "S", "H", "H", "H", "H", "H", "H", "H", "H", "H", "O", "C", "C", "C", "C", "C", "C", "C", "P", "C", "C", "C", "C", "C", "C", "C", "C", "C", "C", "C", "C", "H", "H", "H", "H", "H", "H", "H", "H", "H", "H", "H", "H", "H", "H", "C", "N", "C", "C", "S", "N", "C", "C", "H", "H", "H", "H", "H", "H", "H", "H", "H", "H", "H", "H", "C", "C", "C", "C", "N", "N", "C", "H", "H", "H", "H", "H", "H", "H", "H"], "xyz": [[0.318, -0.025, -0.290], [-0.081, -0.089, -5.285], [-0.334, -1.435, -5.144], [-0.330, -2.500, -6.036], [-0.610, -3.752, -5.516], [-0.879, -3.932, -4.151], [-0.881, -2.866, -3.269], [-0.611, -1.598, -3.779], [-0.536, -0.374, -3.123], [-0.204, 0.488, -4.050], [0.081, 1.925, -3.880], [-0.094, 2.771, -4.943], [0.497, 4.377, -4.501], [0.693, 3.779, -2.743], [0.561, 2.351, -2.711], [0.259, 0.405, -6.091], [-0.109, -2.365, -7.087], [-0.611, -4.611, -6.174], [-1.081, -4.928, -3.777], [-1.085, -3.011, -2.216], [-0.596, 2.577, -5.875], [1.684, 4.112, -2.416], [6.034, -2.564, 0.197], [6.118, -1.226, 0.226], [7.392, -0.652, 0.214], [7.546, 0.720, 0.206], [6.433, 1.555, 0.210], [5.172, 0.985, 0.249], [4.984, -0.393, 0.271], [3.571, -0.906, 0.347], [2.657, -0.108, 0.648], [3.446, -2.203, 0.073], [2.131, -2.622, -0.063], [2.002, -3.882, -0.020], [3.366, -4.993, 0.204], [2.359, -6.498, 0.125], [1.176, -6.223, -0.788], [0.434, -4.671, -0.241], [5.060, -2.770, 0.095], [8.246, -1.317, 0.196], [8.544, 1.144, 0.184], [6.548, 2.631, 0.176], [4.283, 1.603, 0.254], [2.011, -6.767, 1.124], [2.986, -7.302, -0.262], [0.416, -7.002, -0.715], [1.502, -6.133, -1.825], [-3.705, 1.811, 1.433], [-2.931, 2.335, 0.738], [-2.087, 2.959, -0.061], [-2.536, 3.399, -1.392], [-1.740, 4.127, -2.167], [-0.336, 4.489, -1.800], [0.008, 4.131, -0.389], [-0.749, 3.374, 0.405], [-0.232, 2.754, 2.033], [-1.411, 3.635, 3.129], [-1.670, 3.073, 4.378], [-2.536, 3.691, 5.268], [-3.170, 4.872, 4.907], [-2.933, 5.430, 3.658], [-2.058, 4.816, 2.775], [1.348, 3.604, 2.360], [2.513, 2.868, 2.136], [3.756, 3.445, 2.369], [3.841, 4.749, 2.832], [2.684, 5.484, 3.059], [1.443, 4.915, 2.822], [-3.531, 3.123, -1.717], [-2.080, 4.435, -3.148], [-0.176, 5.564, -1.952], [0.989, 4.438, -0.039], [-1.203, 2.133, 4.651], [-2.727, 3.243, 6.234], [-3.856, 5.352, 5.594], [-3.434, 6.346, 3.369], [-1.879, 5.250, 1.797], [2.467, 1.846, 1.765], [4.652, 2.865, 2.186], [4.811, 5.194, 3.015], [2.749, 6.503, 3.419], [0.546, 5.493, 3.006], [-5.105, -0.212, -1.206], [-4.566, -1.554, -1.041], [-4.248, -2.210, -2.299], [-3.939, -1.928, 0.106], [-2.657, -3.010, 0.131], [-4.422, -1.364, 1.244], [-5.829, -1.062, 1.412], [-3.670, -1.440, 2.485], [-4.613, 0.261, -2.059], [-4.908, 0.386, -0.322], [-6.183, -0.224, -1.394], [-5.087, -2.054, -2.980], [-4.096, -3.274, -2.143], [-3.343, -1.794, -2.746], [-6.390, -1.364, 0.530], [-5.999, 0.002, 1.597], [-6.211, -1.624, 2.269], [-2.601, -1.433, 2.286], [-3.913, -2.351, 3.041], [-3.926, -0.569, 3.090], [1.746, 0.377, 5.708], [1.024, -0.582, 4.823], [0.798, -1.937, 4.910], [0.125, -2.280, 3.714], [-0.060, -1.210, 2.957], [0.477, -0.195, 3.657], [-0.318, -3.629, 3.256], [1.714, 0.040, 6.743], [1.303, 1.373, 5.661], [2.793, 0.470, 5.415], [1.093, -2.594, 5.711], [0.513, 0.712, 3.212], [-0.780, -4.186, 4.073], [0.530, -4.210, 2.887], [-1.039, -3.537, 2.446]], "forces_ev_per_a": [[-0.7413, -0.0337, -0.4072], [-0.0377, -0.0346, -0.0235], [0.0216, -0.0083, -0.0249], [-0.0104, 0.0120, 0.0039], [-0.0016, -0.0436, 0.0192], [0.0108, 0.0272, -0.0489], [0.0034, -0.0170, -0.0143], [-0.0319, 0.0277, 0.0622], [0.0181, -0.1964, -0.0377], [-0.0091, 0.1675, 0.0921], [-0.1086, -0.1647, 0.0256], [0.0505, 0.1007, 0.0021], [-0.0114, -0.0275, 0.0349], [0.0738, 0.0095, -0.0263], [0.0626, 0.0024, -0.0246], [0.0242, -0.0035, 0.0124], [0.0009, 0.0070, -0.0104], [-0.0009, 0.0002, -0.0068], [-0.0001, -0.0157, -0.0007], [-0.0147, 0.0256, -0.0091], [-0.0171, -0.0062, -0.0289], [0.0040, -0.0337, 0.0277], [-0.1242, -0.0310, -0.0523], [-0.0206, 0.0551, -0.0299], [-0.0240, -0.0040, -0.0045], [0.0227, 0.0202, -0.0024], [0.0030, -0.0415, 0.0044], [-0.0004, 0.0136, 0.0178], [0.0406, -0.0429, 0.0875], [0.1373, -0.0493, 0.0195], [0.5424, 0.1236, 0.1988], [-0.0363, 0.0242, -0.0636], [0.1145, -0.0570, 0.1685], [-0.0795, 0.0888, -0.1463], [0.0737, -0.0383, 0.0155], [-0.0482, -0.0115, 0.0002], [0.0183, -0.0365, -0.0219], [0.0472, 0.0458, 0.0491], [0.0285, 0.0069, 0.0806], [0.0091, -0.0047, -0.0008], [0.0024, 0.0031, -0.0014], [0.0037, 0.0151, -0.0001], [0.0150, -0.0338, -0.0249], [0.0146, -0.0009, -0.0043], [0.0065, 0.0081, -0.0050], [-0.0020, 0.0028, 0.0103], [-0.0104, -0.0003, 0.0020], [0.0399, -0.0301, -0.1327], [-0.1279, -0.0417, 0.1460], [-0.0540, -0.0334, 0.0308], [0.0518, 0.0429, -0.0274], [-0.0049, -0.0241, 0.0140], [-0.0285, 0.0059, 0.0079], [0.0921, -0.0903, -0.0504], [-0.0536, 0.1055, 0.0884], [-0.0452, 0.1413, 0.0273], [0.0466, -0.0628, 0.0551], [-0.0102, -0.0177, 0.0320], [-0.0049, 0.0179, -0.0311], [0.0109, -0.0054, -0.0016], [-0.0139, 0.0025, 0.0013], [0.0053, 0.0080, -0.0241], [0.0074, 0.0068, -0.0434], [0.0274, 0.0097, 0.0038], [-0.0067, 0.0096, 0.0049], [-0.0102, 0.0075, 0.0061], [0.0203, -0.0091, -0.0126], [-0.0101, 0.0039, 0.0277], [-0.0099, -0.0137, 0.0129], [0.0091, -0.0067, -0.0181], [-0.0333, 0.0030, 0.0148], [0.0041, 0.0048, -0.0096], [0.0162, -0.0034, -0.0138], [-0.0034, -0.0005, 0.0121], [-0.0059, 0.0060, 0.0060], [-0.0051, 0.0076, -0.0001], [0.0078, 0.0023, -0.0015], [-0.0057, -0.0133, 0.0141], [-0.0034, 0.0156, 0.0209], [0.0064, 0.0034, 0.0087], [0.0026, 0.0089, 0.0029], [-0.0179, -0.0081, -0.0083], [0.0942, 0.0876, -0.0799], [-0.0434, -0.0379, -0.1153], [-0.0345, 0.0054, 0.0164], [0.0614, -0.0008, 0.1002], [-0.0357, 0.0369, -0.0751], [0.1008, 0.0138, 0.0618], [-0.1131, -0.0425, 0.0742], [-0.0279, -0.0061, -0.0165], [0.0188, 0.0202, -0.0022], [0.0117, 0.0189, -0.0612], [0.0154, 0.0022, -0.0183], [0.0019, -0.0159, -0.0130], [0.0024, 0.0158, 0.0139], [0.0290, -0.0008, -0.0140], [0.0016, -0.0114, 0.0998], [0.0066, -0.0088, 0.0092], [0.0006, 0.0063, 0.0052], [0.0050, 0.0323, -0.0018], [0.0105, -0.0119, -0.0017], [-0.0157, 0.0158, 0.0150], [0.0092, 0.0144, 0.0403], [0.0187, 0.0155, 0.0093], [0.0078, 0.0255, -0.0387], [0.0242, -0.0137, -0.0181], [-0.1111, -0.0181, 0.0185], [0.0962, -0.0188, -0.1716], [-0.0610, 0.0046, 0.0453], [0.0065, -0.0026, 0.0034], [-0.0148, 0.0006, -0.0065], [0.0042, -0.0110, -0.0155], [0.0043, -0.0105, 0.0185], [-0.0244, 0.0061, 0.0604], [0.0129, -0.0090, 0.0112], [0.0101, -0.0067, -0.0079], [0.0151, 0.0010, -0.0220]], "largest_force_ev_per_a": 0.85, "orbital_gap_ha": 0.186, "e_above_lowest_kj_mol": 21.7, "energy_ha": -4574.0207, "charge": -1, "homo_energy_ev": -3.156}